{
  "formula": "C2H5NO2",
  "method": "the ωB97M-V functional and the def2-TZVPD basis",
  "symbols": ["C", "O", "H", "N", "H", "C", "H", "H", "H", "O"],
  "xyz": [[-1.67037, -0.23705, 0.22772], [0.69089, -0.35737, -0.13773], [2.57511, -0.57732, 0.42119], [1.95879, -0.75548, -0.36584], [-0.87684, 1.57808, -0.65939], [-1.06485, 1.04219, 0.25926], [-0.60318, 1.40353, 1.16631], [2.32450, -0.41747, -1.25072], [-0.60710, -0.89062, 0.00585], [-2.72695, -0.78850, 0.33337]],
  "gap_ev": [8.569, 7.762],
  "de_lowest_kj_mol": 646.4,
  "spin_multiplicity": 1,
  "homo_energy_ev": [-8.83, -8.40],
  "max_force_ha_per_bohr": 0.0184,
  "energy_ha": -284.2212
}

{
  "formula": "C4H7NO4",
  "method": "the ωB97M-V functional and the def2-TZVPD basis",
  "symbols": ["C", "C", "O", "N", "H", "O", "H", "H", "H", "C", "H", "C", "H", "O", "H", "O"],
  "xyz": [[-3.63031, -1.31871, -1.80177], [-0.91208, -0.34394, -1.76849], [-0.80408, 1.04059, -1.29613], [-2.67016, -2.00101, -1.32293], [-0.72188, 1.08510, -0.33482], [-0.69947, -0.59857, -2.92483], [-0.80014, -1.96666, -0.38006], [-3.03875, 0.64452, -1.52235], [-5.72229, -1.51934, -1.57754], [-1.56557, -1.27225, -0.75436], [-4.85926, -3.02833, -1.99475], [-4.92993, -1.95368, -2.21282], [-1.88348, -0.69142, 0.13294], [-5.17511, -1.69829, -3.57474], [-5.99840, -2.12187, -3.83044], [-3.53403, -0.03492, -2.18616]],
  "gap_ev": 10.309,
  "de_lowest_kj_mol": 231.9,
  "spin_multiplicity": 1,
  "smiles": "O=C(O)C/N=C(\\O)CO",
  "homo_energy_ev": -10.02,
  "max_force_ha_per_bohr": 0.0775,
  "energy_ha": -512.2942
}

{
  "formula": "C14H11ClN2O2Re",
  "method": "the ωB97M-V functional and the def2-TZVPD basis",
  "symbols": ["C", "H", "C", "H", "C", "N", "C", "C", "O", "Cl", "Re", "H", "H", "H", "O", "C", "C", "C", "N", "H", "H", "C", "C", "C", "H", "C", "C", "H", "H", "C", "H"],
  "xyz": [[-1.13585, -1.00978, -2.12730], [-1.98931, -2.69075, -0.82554], [-0.88069, 2.33321, -0.28121], [0.46586, -4.93281, -1.35628], [-0.73947, 2.68978, 2.40527], [-0.55090, 3.11395, 4.98016], [0.20269, -0.84600, -2.70568], [0.68121, -4.05748, -0.72550], [1.95444, 2.00532, -0.03104], [2.85362, -1.39969, 0.02376], [0.41122, -0.80167, -0.49322], [0.50107, -0.08666, -3.45427], [2.08092, -2.12821, -2.48783], [0.15752, -4.16099, 0.23196], [0.44491, -1.42507, 2.66964], [-0.93825, 1.42999, 1.85844], [0.38190, -1.17162, 1.51943], [-0.53581, 3.78210, 1.57526], [-0.88917, 1.28712, 0.54387], [-0.42077, 4.40067, -0.46382], [-2.03017, -0.41411, -2.40523], [1.03797, -1.90400, -2.20369], [-0.64542, 2.87760, 3.84250], [0.23100, -2.78137, -1.36397], [-0.98184, 0.55947, 2.54389], [1.43409, 0.98252, -0.23289], [-0.64711, 3.60131, 0.21439], [-0.23687, 4.74135, 1.99122], [1.75869, -3.96801, -0.55464], [-1.11897, -2.19726, -1.30796], [-0.85651, 2.17108, -1.37970]],
  "gap_ev": [7.243, 4.927],
  "total_charge": 2,
  "de_lowest_kj_mol": 68.6,
  "spin_multiplicity": 4,
  "homo_energy_ev": [-16.38, -16.67],
  "max_force_ha_per_bohr": 0.1675,
  "energy_ha": -1337.8021
}

{
  "formula": "C5H7ClO",
  "method": "the ωB97M-V functional and the def2-TZVPD basis",
  "symbols": ["O", "C", "H", "Cl", "H", "H", "C", "H", "H", "C", "C", "H", "C", "H"],
  "xyz": [[2.26656, 1.67866, 0.28099], [-0.74185, 0.27941, 1.80898], [0.19662, 1.36786, -0.96707], [2.76320, -0.91328, 0.28158], [2.90941, 1.60661, 0.99652], [0.02328, -1.67613, -0.59522], [0.63673, 0.37146, -0.96677], [-1.86819, -1.24654, 0.93462], [0.86999, 0.08731, -2.00223], [-1.03861, -0.52888, 0.84268], [-0.41737, -0.67634, -0.52265], [-1.15056, 0.41718, 2.78463], [1.86877, 0.47193, -0.17381], [-1.22771, -0.62916, -1.25990]],
  "gap_ev": [9.704, 6.450],
  "de_lowest_kj_mol": 396.7,
  "spin_multiplicity": 1,
  "homo_energy_ev": [-8.92, -6.68],
  "max_force_ha_per_bohr": 0.0204,
  "energy_ha": -729.9827
}

Please write out number 2 again, unchanged.
{
  "formula": "C4H7NO4",
  "method": "the ωB97M-V functional and the def2-TZVPD basis",
  "symbols": ["C", "C", "O", "N", "H", "O", "H", "H", "H", "C", "H", "C", "H", "O", "H", "O"],
  "xyz": [[-3.63031, -1.31871, -1.80177], [-0.91208, -0.34394, -1.76849], [-0.80408, 1.04059, -1.29613], [-2.67016, -2.00101, -1.32293], [-0.72188, 1.08510, -0.33482], [-0.69947, -0.59857, -2.92483], [-0.80014, -1.96666, -0.38006], [-3.03875, 0.64452, -1.52235], [-5.72229, -1.51934, -1.57754], [-1.56557, -1.27225, -0.75436], [-4.85926, -3.02833, -1.99475], [-4.92993, -1.95368, -2.21282], [-1.88348, -0.69142, 0.13294], [-5.17511, -1.69829, -3.57474], [-5.99840, -2.12187, -3.83044], [-3.53403, -0.03492, -2.18616]],
  "gap_ev": 10.309,
  "de_lowest_kj_mol": 231.9,
  "spin_multiplicity": 1,
  "smiles": "O=C(O)C/N=C(\\O)CO",
  "homo_energy_ev": -10.02,
  "max_force_ha_per_bohr": 0.0775,
  "energy_ha": -512.2942
}